Computed, not measured: a structure of composition C33H53CdN2O2P2, with the ωB97M-V functional and the def2-TZVPD basis.

Summary:
DFT total energy in eV: -65289.60872
HOMO in eV: -8.71
Gap between HOMO and LUMO in eV: 5.736

```
! RIJCOSX wB97M-V def2-TZVPD def2/J DEFGRID3
* xyz 1 1
C -0.33747 2.59386 -0.20243
C -2.40798 1.39082 -0.46215
C -0.93615 3.81262 -0.50614
C -3.05919 2.65635 -0.69689
C -2.33982 3.82982 -0.73198
H -0.33892 4.72748 -0.53347
H -4.13733 2.65139 -0.88274
H -2.84799 4.77892 -0.93757
N -1.03892 1.42128 -0.14288
P 1.34211 1.25091 1.49366
P -2.08420 -1.30439 -0.71125
C 1.13851 2.52078 0.13879
H 1.71387 2.14253 -0.72344
H 1.53414 3.51647 0.39407
C 0.85216 -2.14093 0.77478
O 1.43493 -3.15404 0.91178
C -3.07527 0.16541 -0.57646
H -4.12287 0.18225 -0.89646
C -1.84263 -1.61688 -2.61297
C -3.11181 -2.75836 -0.01265
C 3.21470 0.90617 1.67687
C 0.67699 2.21100 3.02619
C -0.65194 -2.57345 -2.83544
H -0.92562 -3.61647 -2.61174
H -0.33117 -2.53183 -3.89435
H 0.20788 -2.31313 -2.20018
C -3.07800 -2.16185 -3.35386
H -3.32413 -3.19783 -3.07046
H -3.96402 -1.52567 -3.18614
H -2.86936 -2.15931 -4.44145
C -1.55529 -0.21774 -3.20889
H -1.11326 -0.33274 -4.21703
H -2.48807 0.36173 -3.29904
H -0.86829 0.37617 -2.59030
C -2.47713 -4.10208 -0.41892
H -1.40398 -4.12872 -0.16059
H -2.97869 -4.92067 0.13052
H -2.58487 -4.31233 -1.49506
C -3.09746 -2.66443 1.52194
H -2.10193 -2.89380 1.92878
H -3.40384 -1.66382 1.86828
H -3.81038 -3.40532 1.93055
C -4.58602 -2.67520 -0.46221
H -4.71488 -2.73283 -1.55163
H -5.14078 -3.52041 -0.01265
H -5.05063 -1.74207 -0.10210
C 0.99532 1.41464 4.30828
H 0.46505 1.88386 5.15766
H 0.65899 0.36834 4.24147
H 2.07247 1.43080 4.54274
C -0.85652 2.38430 2.89366
H -1.11578 3.09099 2.09073
H -1.38707 1.44313 2.70649
H -1.22866 2.80239 3.84758
C 1.26292 3.63548 3.14264
H 0.80902 4.11955 4.02743
H 2.35292 3.65325 3.27879
H 1.00291 4.25538 2.26856
C 3.73116 0.47093 0.28926
H 3.65261 1.27213 -0.46548
H 4.80004 0.20445 0.38296
H 3.18690 -0.41536 -0.07100
C 3.38873 -0.29993 2.62683
H 2.78438 -1.15706 2.28885
H 4.45211 -0.60405 2.62467
H 3.10870 -0.06423 3.66396
C 4.04865 2.10236 2.16830
H 3.88801 3.00390 1.55197
H 3.83509 2.35124 3.21977
H 5.12139 1.83981 2.10432
Cd -0.07430 -0.47916 0.47205
N 1.00492 -0.21800 -1.28336
C 1.61622 -0.02614 -2.26966
C 2.30539 0.23206 -3.48101
C 3.57702 -0.34394 -3.72729
C 1.71044 1.07652 -4.45394
C 4.23507 -0.07467 -4.92971
H 4.02804 -0.99541 -2.97367
C 2.38562 1.33407 -5.64904
H 0.72630 1.51161 -4.25769
C 3.64550 0.76209 -5.89115
H 5.21618 -0.52162 -5.11935
H 1.92458 1.98440 -6.39929
H 4.16764 0.96774 -6.83110
C -0.07131 -2.44836 3.76633
C -1.17482 -1.40069 3.58777
O -1.14760 -0.72574 2.32126
H -0.16734 -3.26219 3.02187
H -0.15679 -2.90213 4.77584
H 0.92967 -1.98038 3.67781
H -2.15601 -1.87610 3.76989
H -1.14577 -0.66832 4.42426
H -0.32298 -0.26158 2.50406
*
```

In the Mulliken picture, each atom carries the following charge in e: -0.178, 0.032, -0.628, -1.106, -0.875, 0.490, 0.497, 0.388, 1.694, -0.196, 0.451, -1.794, 0.519, 0.801, -0.822, -0.356, -1.692, 0.370, 1.920, 1.914, 1.841, 2.242, -1.535, 0.324, 0.487, 0.033, -1.897, 0.340, 0.377, 0.473, -1.002, 0.621, 0.317, -0.415, -1.668, 0.226, 0.483, 0.274, -1.799, -0.006, 0.326, 0.592, -1.757, 0.288, 0.531, 0.344, -1.608, 0.488, 0.096, 0.320, -1.694, 0.407, 0.129, 0.613, -1.696, 0.516, 0.252, 0.307, -1.748, 0.333, 0.625, 0.115, -1.193, 0.073, 0.530, 0.251, -1.864, 0.300, 0.361, 0.492, 4.514, -0.004, 0.915, -0.197, -0.417, -0.289, -0.681, 0.438, -0.770, 0.421, -0.374, 0.396, 0.402, 0.402, -0.941, -0.755, -0.258, 0.162, 0.472, 0.166, 0.558, 0.522, -1.558

Computed, not measured: a structure of composition C33H55AsN3PPtS3SbSi2, with the ωB97M-V functional and the def2-TZVPD basis.

Summary:
DFT total energy in eV: -167759.68160
Expectation value of S²: 8.825
HOMO (spin up / spin down) in eV: -6.14 / -7.05
Gap between HOMO and LUMO (spin up / spin down) in eV: 6.343 / 4.980

```
! RIJCOSX wB97M-V def2-TZVPD def2/J DEFGRID3
* xyz 0 6
Pt -0.12520 0.24722 -0.47540
C -4.23168 0.96336 2.53682
C -2.75101 0.76484 2.21624
C -2.25225 -0.52027 2.87358
P -2.33292 0.78417 0.39341
C -3.28188 2.28344 -0.18552
C -2.84937 3.46854 0.67969
C -2.98835 2.61041 -1.64807
C -3.19492 -0.72579 -0.16451
C -4.57327 -0.82903 -0.23928
C -5.21610 -2.04237 -0.48331
C -6.71252 -2.14437 -0.51285
C -4.42655 -3.18617 -0.66419
C -3.05906 -3.11994 -0.63271
C -2.38412 -1.88490 -0.41045
N -1.04553 -1.80509 -0.48087
C -0.25816 -2.98590 -0.55679
C 0.10547 -3.62369 0.64095
C -0.34208 -3.07335 1.96317
C 0.89765 -4.75913 0.59519
C 1.35982 -5.28346 -0.60279
C 2.27022 -6.47984 -0.61522
C 0.97744 -4.65224 -1.77537
C 0.17786 -3.51766 -1.77910
C -0.19263 -2.89394 -3.09072
H -4.34168 1.06103 3.61856
H -4.81399 0.09624 2.22518
H -4.65472 1.85831 2.07878
H -2.17348 1.59580 2.63104
H -2.72517 -1.39893 2.43069
H -2.49298 -0.50759 3.93860
H -1.17328 -0.60912 2.77576
H -4.35386 2.10281 -0.06602
H -1.76313 3.57464 0.62374
H -3.13380 3.35606 1.72559
H -3.29780 4.38947 0.30446
H -1.91242 2.71830 -1.79877
H -3.46367 3.55606 -1.91788
H -3.35758 1.84088 -2.32028
H -5.18198 0.05548 -0.09682
H -7.17971 -1.16543 -0.41932
H -7.06303 -2.77070 0.31002
H -7.05167 -2.60680 -1.44099
H -4.90822 -4.14137 -0.83945
H -2.45771 -4.00422 -0.80121
H -0.07756 -2.01774 2.03322
H 0.14632 -3.59859 2.78195
H -1.42504 -3.16515 2.08521
H 1.18055 -5.23708 1.52682
H 1.96319 -7.21171 0.13242
H 3.29023 -6.17030 -0.37655
H 2.28116 -6.96025 -1.59297
H 1.31742 -5.04905 -2.72570
H 0.06653 -3.55429 -3.91721
H 0.35844 -1.96059 -3.21568
H -1.25683 -2.67081 -3.14369
S 3.30021 -2.65964 1.65970
Sb 3.04867 -0.47521 0.91203
S 2.14016 -0.63504 -1.30384
S 0.97827 0.29744 1.87003
C 0.14466 5.90182 1.00147
Si 0.92223 4.28569 1.63494
C -0.16489 3.59379 3.01631
C 2.53821 4.80250 2.48271
As 1.15205 2.79772 -0.20494
Si 3.25203 3.58640 -0.99514
C 4.70031 3.30008 0.19367
C 3.05143 5.43785 -1.37156
C 3.88578 2.80854 -2.60581
H 0.31069 6.70706 1.72038
H -0.93172 5.80627 0.84783
H 0.59356 6.19842 0.05129
H -0.15183 4.26205 3.88053
H 0.20592 2.61828 3.33065
H -1.20318 3.46974 2.70122
H 2.30356 5.43959 3.33839
H 3.18509 5.37085 1.81194
H 3.09370 3.93944 2.85388
H 4.55118 3.74120 1.17782
H 5.61354 3.72382 -0.23021
H 4.86293 2.22747 0.32565
H 3.04512 6.04149 -0.46151
H 2.10811 5.61188 -1.89443
H 3.86023 5.79926 -2.01030
H 3.84380 1.71741 -2.56863
H 4.92996 3.09713 -2.74216
H 3.32954 3.17006 -3.47191
N 0.86591 1.53794 -3.57568
C -0.31663 0.95808 -3.90719
C -0.75661 1.00105 -5.24606
C -1.95503 0.43009 -5.58520
C -2.71651 -0.16853 -4.58621
C -2.22962 -0.14478 -3.30003
N -1.06149 0.39697 -2.93553
H 1.50030 1.69970 -4.33891
H 1.31573 1.13827 -2.75359
H -0.12968 1.48196 -5.98568
H -2.30392 0.44788 -6.60957
H -3.66096 -0.64824 -4.80208
H -2.81601 -0.58194 -2.50498
*
```

Results of the Mulliken charge analysis, in e, for atoms 1 through 99: 2.289, -1.866, 1.430, -1.416, 0.630, 0.633, -1.420, -1.706, -1.160, -0.443, 0.429, -1.858, -1.014, -0.731, 1.297, 0.635, -0.639, 0.675, -0.793, -0.661, 0.664, -1.599, -1.121, 0.461, -0.857, 0.473, 0.446, 0.367, -0.405, 0.097, 0.610, 0.089, 0.784, -0.253, 0.242, 0.658, 0.125, 0.579, 0.360, 0.376, 0.362, 0.347, 0.390, 0.441, 0.633, -0.230, 0.409, 0.236, 0.412, 0.384, 0.274, 0.402, 0.389, 0.500, 0.040, 0.162, -0.373, 0.381, -0.636, -0.448, -1.074, 0.402, -0.896, -1.300, 0.128, 0.439, -0.962, -1.148, -1.127, 0.395, 0.321, 0.258, 0.491, 0.240, 0.061, 0.437, 0.299, 0.307, 0.282, 0.362, 0.232, 0.278, 0.295, 0.429, 0.280, 0.408, 0.221, 0.060, 0.157, -0.817, -0.770, -0.982, -0.965, 0.898, 0.324, -0.527, 0.437, 0.408, 0.537